No. 1
10
Properties=species:S:1:pos:R:3 method="wB97M-V/def2-TZVPD" homo_lumo_gap_ha=0.2996 energy_ev=-11350.0942 total_charge=-1 multiplicity=1 e_lumo_ev=3.6 homo_ha=-0.166
C 1.00 -0.47 2.57
C -0.57 -2.16 1.55
C 0.66 -1.88 1.61
O 2.07 0.01 2.26
O 0.12 -0.28 3.38
O -1.75 -2.23 1.49
O -0.54 -0.71 -1.73
H 1.57 -2.32 1.26
H -1.31 -0.18 -2.09
H -0.46 -0.78 -0.83

---

No. 2
192
Properties=species:S:1:pos:R:3 method="wB97M-V/def2-TZVPD" homo_lumo_gap_ha=0.3211 energy_ev=-84354.9471 multiplicity=1 smiles=CC1(C)CCCC(C)(C)N1O.CC1(C)CCCC(C)(C)N1O.CC1(C)CCCC(C)(C)N1O.CC1(C)CCCC(C)(C)N1O.CC1(C)CCCC(C)(C)N1O.CC1(C)CCCC(C)(C)N1O.CC(C)O e_lumo_ev=0.5 homo_ha=-0.303
C -2.59 -18.25 -0.47
C -1.65 -18.34 0.76
C -0.34 -18.95 0.27
C 0.65 -17.97 -0.38
C 0.74 -16.71 0.48
C -0.59 -16.03 0.78
N -1.43 -17.04 1.43
O -2.71 -16.48 1.71
C -0.27 -14.94 1.79
C -1.18 -15.38 -0.49
C -2.29 -19.27 1.77
H -3.08 -19.21 -0.63
H -2.03 -17.99 -1.37
H -3.37 -17.51 -0.33
H 0.16 -19.47 1.09
H -0.54 -19.73 -0.48
H 0.36 -17.77 -1.41
H 1.62 -18.48 -0.39
H 1.52 -16.10 0.02
H 1.21 -17.10 1.38
H 0.49 -14.21 1.52
H -1.14 -14.31 2.04
H 0.09 -15.40 2.72
H -0.48 -15.47 -1.33
H -2.11 -15.85 -0.79
H -1.29 -14.30 -0.41
H -2.56 -20.26 1.41
H -3.20 -18.76 2.12
H -1.65 -19.42 2.64
H -2.67 -16.27 2.66
C 0.38 -18.72 4.56
C 1.76 -18.44 5.15
C 1.60 -17.41 6.28
C 2.92 -17.18 7.00
C 3.48 -18.50 7.52
C 3.50 -19.65 6.53
N 2.24 -19.67 5.78
O 2.28 -20.74 4.85
C 4.76 -19.59 5.65
C 3.54 -20.96 7.33
C 2.61 -17.82 4.03
H 0.36 -19.53 3.82
H -0.21 -17.87 4.21
H -0.28 -19.15 5.33
H 1.23 -16.47 5.86
H 0.86 -17.83 6.97
H 2.86 -16.47 7.83
H 3.64 -16.64 6.36
H 2.87 -18.77 8.40
H 4.47 -18.32 7.95
H 5.57 -20.20 6.07
H 4.56 -20.00 4.66
H 5.16 -18.58 5.56
H 4.13 -20.78 8.24
H 2.56 -21.26 7.70
H 4.06 -21.73 6.76
H 3.65 -17.68 4.31
H 2.26 -16.83 3.75
H 2.61 -18.50 3.17
H 1.55 -21.28 5.18
C -0.50 -24.82 5.61
C -0.74 -23.34 5.34
C -0.22 -22.88 3.99
C -1.01 -23.35 2.79
C -2.47 -22.89 2.99
C -3.13 -23.36 4.30
N -2.17 -23.02 5.34
O -2.72 -23.01 6.65
C -4.41 -22.56 4.46
C -3.43 -24.85 4.17
C 0.03 -22.52 6.37
H -0.75 -25.47 4.77
H -1.08 -25.13 6.48
H 0.54 -25.07 5.89
H -0.16 -21.79 3.93
H 0.82 -23.22 3.86
H -0.97 -24.42 2.58
H -0.63 -22.77 1.94
H -2.96 -23.32 2.11
H -2.55 -21.80 2.93
H -4.23 -21.50 4.62
H -5.02 -22.66 3.56
H -5.00 -22.92 5.30
H -2.64 -25.46 3.76
H -3.69 -25.25 5.16
H -4.31 -25.05 3.56
H -0.28 -22.76 7.39
H -0.15 -21.45 6.21
H 1.08 -22.79 6.27
H -2.97 -22.09 6.78
C 5.43 -26.18 2.53
C 4.54 -26.04 1.29
C 3.08 -26.27 1.59
C 2.37 -25.09 2.31
C 2.70 -23.77 1.64
C 4.19 -23.52 1.30
N 4.64 -24.72 0.61
O 5.95 -24.55 0.06
C 4.20 -22.38 0.30
C 4.95 -23.09 2.56
C 4.99 -27.07 0.25
H 4.98 -25.77 3.43
H 6.39 -25.68 2.41
H 5.66 -27.22 2.74
H 2.54 -26.46 0.66
H 2.98 -27.12 2.26
H 2.61 -25.11 3.37
H 1.30 -25.31 2.19
H 2.47 -22.93 2.31
H 2.08 -23.59 0.77
H 3.77 -21.46 0.71
H 5.24 -22.12 0.06
H 3.69 -22.62 -0.63
H 6.01 -22.98 2.33
H 4.60 -22.10 2.86
H 4.80 -23.72 3.42
H 6.07 -27.17 0.18
H 4.56 -26.83 -0.72
H 4.58 -28.04 0.54
H 6.51 -24.30 0.81
C -3.09 -13.19 5.80
C -2.71 -14.62 6.21
C -2.43 -14.57 7.71
C -2.27 -15.95 8.33
C -3.53 -16.77 8.01
C -3.82 -16.86 6.51
N -3.82 -15.51 5.97
O -4.32 -15.43 4.64
C -2.85 -17.81 5.80
C -5.23 -17.44 6.36
C -1.44 -15.00 5.41
H -3.17 -13.14 4.71
H -2.27 -12.52 6.05
H -4.03 -12.88 6.24
H -1.58 -13.93 7.93
H -3.34 -14.16 8.16
H -2.16 -15.94 9.41
H -1.42 -16.50 7.92
H -4.36 -16.20 8.44
H -3.53 -17.77 8.44
H -1.81 -17.58 6.03
H -3.07 -18.84 6.10
H -2.94 -17.71 4.72
H -5.37 -18.37 6.90
H -5.96 -16.67 6.66
H -5.45 -17.68 5.32
H -0.85 -14.09 5.29
H -1.68 -15.38 4.41
H -0.86 -15.75 5.94
H -5.24 -15.19 4.78
C 4.79 -10.30 3.65
C 5.60 -11.48 3.11
C 6.10 -12.30 4.30
C 5.08 -13.22 4.93
C 4.50 -14.17 3.89
C 3.95 -13.40 2.67
N 4.87 -12.37 2.23
O 4.35 -11.68 1.11
C 3.77 -14.47 1.59
C 2.58 -12.83 3.04
C 6.82 -10.96 2.35
H 5.44 -9.53 4.06
H 4.06 -10.62 4.40
H 4.21 -9.78 2.88
H 6.94 -12.94 3.97
H 6.61 -11.68 5.04
H 4.30 -12.73 5.51
H 5.62 -13.81 5.68
H 3.63 -14.67 4.31
H 5.32 -14.83 3.59
H 3.18 -15.30 1.97
H 3.31 -14.05 0.69
H 4.77 -14.79 1.30
H 1.92 -13.64 3.41
H 2.54 -12.12 3.86
H 2.00 -12.47 2.18
H 7.42 -10.32 3.00
H 6.48 -10.38 1.49
H 7.41 -11.80 1.97
H 4.86 -12.01 0.36
C 1.85 -11.14 6.87
C 1.01 -12.40 6.93
C 1.85 -13.66 6.83
O 0.26 -12.41 8.15
H 2.49 -11.13 5.99
H 2.47 -11.07 7.76
H 1.24 -10.23 6.81
H 0.27 -12.42 6.14
H 2.69 -13.59 7.54
H 2.30 -13.78 5.84
H 1.35 -14.57 7.15
H 0.89 -12.39 8.88

---

No. 3
44
Properties=species:S:1:pos:R:3 method="wB97M-V/def2-TZVPD" homo_lumo_gap_ha="0.0754 / 0.3669" energy_ev=-20148.4784 multiplicity=2 e_lumo_ev="0.0 / 0.0" homo_ha="-0.074 / -0.365" s_squared=0.750
Li -0.16 -0.07 -0.36
C -1.04 3.65 -1.41
C -1.14 2.22 -1.94
O 0.09 1.53 -1.65
H -1.94 4.24 -1.60
H -0.10 4.13 -1.70
H -0.98 3.54 -0.33
H -1.35 2.11 -3.01
H -2.04 1.90 -1.41
H 0.67 1.73 -2.38
C -1.20 0.03 3.82
C -0.86 0.63 2.45
C 0.66 1.01 2.18
O 0.72 1.47 0.87
C 1.77 2.46 0.74
N -1.13 -0.38 1.46
H -2.07 -0.63 3.78
H -1.29 0.81 4.57
H -0.38 -0.63 4.12
H -1.48 1.52 2.29
H 1.23 0.09 2.36
H 1.01 1.66 2.98
H 1.92 3.10 1.61
H 1.49 3.12 -0.08
H 2.67 1.96 0.39
H -2.12 -0.49 1.29
H -0.99 -1.29 1.88
C -1.15 -3.61 -1.85
C -0.47 -2.42 -1.16
C 1.05 -2.40 -1.25
O 1.45 -1.41 -0.30
C 2.91 -1.31 -0.12
N -1.02 -1.28 -1.81
H -0.99 -3.69 -2.93
H -2.21 -3.70 -1.63
H -0.80 -4.60 -1.52
H -0.79 -2.70 -0.15
H 1.41 -2.27 -2.27
H 1.39 -3.30 -0.74
H 3.24 -0.87 -1.06
H 3.37 -2.29 -0.03
H 3.19 -0.65 0.70
H -0.62 -1.24 -2.74
H -1.92 -1.68 -2.06

---

No. 4
89
Properties=species:S:1:pos:R:3 method="wB97M-V/def2-TZVPD" homo_lumo_gap_ha=0.0802 energy_ev=-71009.6231 total_charge=+3 multiplicity=1 e_lumo_ev=-14.2 homo_ha=-0.600
C -2.08 4.95 4.81
C -1.02 6.02 4.56
C 0.36 5.43 4.18
C 0.65 5.58 2.64
C 1.72 4.52 2.30
C 1.88 4.29 0.76
C 2.01 2.75 0.52
C 0.58 2.13 0.48
C 0.46 1.09 -0.69
C -0.19 -0.26 -0.32
C 0.65 -0.85 0.90
C 2.19 -0.61 0.89
C 2.93 -1.85 1.52
C 3.84 -2.59 0.54
O 4.77 -3.34 1.31
C -1.57 0.03 0.29
P -2.63 1.37 -0.58
N -2.53 2.82 0.23
O -4.17 1.00 -0.47
O -2.42 -1.04 0.53
S -2.76 -1.97 -0.76
O -3.50 -3.06 -0.28
O -3.45 -1.29 -1.83
C -1.11 -2.53 -1.34
N -0.71 -3.51 -0.37
C -1.08 -4.91 -0.72
C -1.46 -5.65 0.60
C -0.38 -6.64 1.06
C -0.23 -1.27 -1.55
C -0.63 -0.45 -2.85
C -1.32 -1.19 -4.00
C -0.88 -0.52 -5.35
N -1.32 0.88 -5.32
C 1.22 -1.78 -1.88
C 1.30 -2.82 -2.96
O 1.17 -4.03 -2.84
F 1.58 -2.36 -4.18
H -1.78 4.28 5.61
H -2.31 4.39 3.90
H -3.00 5.42 5.15
H -0.88 6.53 5.53
H -1.39 6.77 3.86
H 0.31 4.36 4.38
H 1.19 5.82 4.77
H -0.27 5.47 2.07
H 1.04 6.59 2.51
H 1.38 3.57 2.74
H 2.65 4.77 2.82
H 1.09 4.74 0.16
H 2.82 4.78 0.47
H 2.59 2.38 1.37
H 2.52 2.65 -0.44
H -0.06 2.99 0.26
H 0.28 1.73 1.45
H -0.14 1.64 -1.45
H 1.43 0.95 -1.18
H 0.32 -0.42 1.85
H 0.50 -1.93 1.02
H 2.42 0.21 1.56
H 2.64 -0.47 -0.10
H 3.59 -1.47 2.31
H 2.24 -2.53 2.03
H 3.23 -3.34 0.00
H 4.34 -1.91 -0.16
H 4.68 -4.27 1.07
H -1.40 0.48 1.29
H -3.08 3.53 -0.27
H -3.04 2.66 1.12
H -4.49 0.81 -1.38
H -1.35 -3.08 -2.26
H 0.29 -3.54 -0.19
H -0.22 -5.46 -1.12
H -1.97 -4.94 -1.35
H -1.70 -4.91 1.37
H -2.38 -6.21 0.40
H -0.80 -7.38 1.74
H 0.05 -7.15 0.19
H 0.39 -6.10 1.62
H -1.26 0.42 -2.62
H 0.30 -0.03 -3.25
H -1.09 -2.26 -4.11
H -2.40 -1.10 -4.01
H 0.20 -0.61 -5.51
H -1.42 -1.05 -6.13
H -0.51 1.47 -5.28
H -1.89 1.10 -6.12
H 1.87 -0.95 -2.15
H 1.68 -2.26 -1.02
Tl 0.94 -5.53 -4.37